Record 1
{"formula": "C4H10N2O", "method": "ωB97M-V with the def2-TZVPD basis set", "smiles": "CN(C)CC(N)=O", "e_tot_ev": -9337.1897, "homo_ev": -8.519, "total_charge": 0, "largest_force_ev_per_a": 1.7, "de_lowest_ev": 1.7977, "species": ["C", "N", "C", "C", "C", "N", "O", "H", "H", "H", "H", "H", "H", "H", "H", "H", "H"], "positions_angstrom": [[1.45, 0.16, 0.18], [0.12, 0.77, 0.28], [0.13, 2.07, -0.38], [-1.05, -0.01, -0.12], [-0.96, -1.52, -0.26], [-0.27, -2.16, 0.71], [-1.48, -2.14, -1.17], [1.46, -0.79, -0.34], [2.09, 0.76, -0.46], [1.93, 0.17, 1.16], [0.61, 2.78, 0.26], [-0.89, 2.47, -0.45], [0.45, 1.96, -1.42], [-1.57, 0.39, -0.99], [-1.75, -0.02, 0.73], [-0.18, -3.16, 0.68], [-0.09, -1.72, 1.59]], "lowdin_charge": [-0.099, -0.254, -0.112, -0.124, -0.560, 0.152, 0.050, 0.076, 0.068, 0.081, 0.078, 0.081, 0.092, 0.121, 0.130, 0.113, 0.108]}


Record 2
{"formula": "C4H6N2", "method": "ωB97M-V with the def2-TZVPD basis set", "smiles": "C=CC#N.C=N", "e_tot_ev": -7223.5260, "homo_ev": -10.159, "total_charge": 0, "largest_force_ev_per_a": 1.2, "de_lowest_ev": 2.0649, "species": ["C", "C", "C", "N", "H", "H", "H", "C", "N", "H", "H", "H"], "positions_angstrom": [[-0.30, -1.23, -1.26], [0.61, -1.81, -0.48], [1.59, -1.06, 0.27], [2.39, -0.49, 0.87], [-0.39, -0.15, -1.33], [-1.01, -1.84, -1.80], [0.67, -2.89, -0.37], [-0.35, 1.90, 0.98], [-1.19, 1.50, 0.12], [0.66, 1.50, 0.96], [-0.58, 2.63, 1.77], [-2.10, 1.94, 0.26]], "lowdin_charge": [0.032, -0.172, -0.243, 0.137, 0.037, 0.067, 0.097, -0.113, 0.016, 0.033, 0.066, 0.043]}


Record 3
{"formula": "C3H7As2Cl4F12O5PY", "method": "ωB97M-V with the def2-TZVPD basis set", "e_tot_ev": -228176.8333, "homo_ev": 3.789, "total_charge": -3, "largest_force_ev_per_a": 10.3, "species": ["Y", "C", "O", "H", "H", "H", "P", "O", "O", "O", "O", "As", "F", "F", "F", "F", "F", "F", "As", "F", "F", "F", "F", "F", "F", "C", "Cl", "Cl", "H", "H", "C", "Cl", "Cl", "H", "H"], "positions_angstrom": [[-0.66, -0.49, -0.07], [0.84, 0.55, -3.11], [-0.13, 0.36, -2.16], [1.25, 1.58, -3.00], [1.74, -0.06, -2.93], [0.44, 0.49, -4.13], [-1.90, -1.42, 2.21], [-2.24, -1.81, 0.72], [-1.03, -0.07, 2.11], [-0.30, -1.83, 1.76], [-1.60, -2.37, 3.42], [2.79, 0.83, 1.50], [4.04, 1.53, 2.48], [1.92, 0.39, 2.92], [1.43, 0.21, 0.51], [3.60, 1.20, 0.00], [3.58, -0.70, 1.49], [2.03, 2.41, 1.48], [1.22, -3.93, -0.89], [2.21, -5.38, -0.84], [0.04, -4.84, -1.80], [0.28, -2.39, -0.92], [2.40, -3.12, 0.07], [1.93, -3.36, -2.36], [0.39, -4.36, 0.56], [-0.31, 3.98, 0.07], [-1.01, 4.39, -1.52], [-0.92, 2.42, 0.59], [0.75, 3.82, -0.05], [-0.53, 4.74, 0.81], [-4.53, 1.58, 0.15], [-4.59, 1.03, 1.85], [-3.38, 0.60, -0.75], [-5.52, 1.40, -0.26], [-4.22, 2.62, 0.08]], "lowdin_charge": [1.224, -0.341, -0.508, 0.043, 0.061, 0.041, 0.205, -0.593, -0.522, -0.540, -0.435, 0.747, -0.284, -0.225, -0.323, -0.269, -0.243, -0.286, 0.758, -0.296, -0.277, -0.332, -0.241, -0.268, -0.226, -0.966, 0.435, 0.590, 0.014, 0.024, -0.993, 0.458, 0.553, 0.005, 0.012]}


Record 4
{"formula": "C26H30Cl2IrN6OP", "method": "ωB97M-V with the def2-TZVPD basis set", "e_tot_ev": -75594.9337, "homo_ev": [-13.517, -13.395], "total_charge": 2, "largest_force_ev_per_a": 4.0, "de_lowest_ev": 1.4339, "species": ["Ir", "Cl", "C", "C", "C", "Cl", "C", "C", "C", "C", "N", "C", "C", "O", "H", "H", "H", "H", "C", "C", "P", "C", "C", "C", "C", "H", "H", "H", "H", "H", "H", "H", "H", "H", "H", "H", "H", "H", "H", "H", "C", "C", "N", "C", "C", "N", "C", "N", "N", "N", "C", "C", "C", "C", "C", "C", "H", "H", "H", "H", "H", "H", "H", "H", "H", "H", "H"], "positions_angstrom": [[-1.44, 0.14, -0.47], [-3.16, -3.78, 2.29], [-3.78, -3.25, 0.80], [-4.86, -3.88, 0.21], [-5.36, -3.44, -0.99], [-6.66, -4.27, -1.72], [-4.80, -2.29, -1.64], [-5.27, -1.73, -2.84], [-4.66, -0.61, -3.36], [-3.58, -0.06, -2.68], [-3.11, -0.58, -1.55], [-3.71, -1.67, -1.03], [-3.15, -2.14, 0.19], [-2.12, -1.54, 0.67], [-5.31, -4.74, 0.70], [-6.12, -2.19, -3.34], [-5.01, -0.16, -4.27], [-3.08, 0.83, -3.06], [0.80, -2.81, -3.56], [-0.31, -2.13, -2.76], [0.23, -0.72, -1.78], [1.66, -1.29, -0.78], [1.57, -0.94, 0.72], [0.83, 0.51, -2.99], [-0.27, 1.46, -3.47], [0.37, -3.64, -4.12], [1.58, -3.22, -2.92], [1.27, -2.14, -4.28], [-0.77, -2.84, -2.07], [-1.10, -1.77, -3.42], [2.56, -0.87, -1.23], [1.69, -2.37, -0.89], [1.77, 0.12, 0.90], [2.31, -1.52, 1.27], [0.59, -1.18, 1.13], [1.27, -0.03, -3.82], [1.64, 1.07, -2.51], [-0.92, 0.98, -4.21], [0.17, 2.34, -3.95], [-0.89, 1.81, -2.64], [1.35, 2.61, -0.13], [0.38, 2.33, 0.96], [-0.74, 1.62, 0.86], [-1.38, 1.66, 2.11], [-0.64, 2.41, 2.93], [0.47, 2.82, 2.20], [1.55, 3.70, 2.71], [2.81, 3.07, 2.61], [3.77, 3.62, 1.77], [4.86, 2.95, 1.92], [4.63, 1.95, 2.87], [5.50, 0.97, 3.37], [4.99, 0.09, 4.31], [3.65, 0.18, 4.75], [2.79, 1.13, 4.26], [3.32, 2.02, 3.31], [1.11, 1.98, -0.99], [2.38, 2.42, 0.17], [1.29, 3.66, -0.44], [-2.32, 1.16, 2.29], [-0.80, 2.71, 3.96], [1.32, 3.95, 3.73], [1.61, 4.61, 2.12], [6.53, 0.92, 3.04], [5.63, -0.67, 4.73], [3.30, -0.53, 5.49], [1.75, 1.18, 4.59]], "lowdin_charge": [1.228, 0.814, -0.578, -0.091, -0.591, 0.802, -0.150, 0.041, -0.001, -0.087, -0.061, -0.174, -0.392, -0.153, 0.127, 0.117, 0.129, 0.110, -0.104, -0.366, 0.854, -0.321, -0.124, -0.357, -0.132, 0.094, 0.076, 0.075, 0.095, 0.086, 0.104, 0.087, 0.048, 0.091, 0.053, 0.091, 0.073, 0.079, 0.094, 0.033, 0.028, -0.332, -0.097, -0.091, -0.009, 0.028, -0.043, -0.084, 0.062, 0.098, -0.213, 0.004, -0.063, -0.063, -0.013, -0.184, 0.030, 0.083, 0.118, 0.120, 0.144, 0.150, 0.148, 0.126, 0.115, 0.115, 0.106]}


Record 5
{"formula": "C6H13NO", "method": "ωB97M-V with the def2-TZVPD basis set", "e_tot_ev": -9958.2412, "homo_ev": -7.169, "total_charge": 0, "largest_force_ev_per_a": 2.9, "de_lowest_ev": 12.9332, "species": ["C", "N", "C", "C", "C", "C", "C", "H", "H", "H", "H", "H", "H", "H", "H", "H", "H", "H", "H", "H", "O"], "positions_angstrom": [[2.74, -1.32, 0.52], [3.16, -0.34, 1.51], [0.15, -0.72, -1.00], [0.20, -2.08, -0.86], [-1.58, 2.12, 0.77], [-0.63, 1.33, 0.02], [-0.90, 0.12, -0.63], [3.31, -1.20, -0.41], [1.75, -0.85, 0.53], [2.69, -2.39, 0.72], [2.34, 0.09, 1.93], [1.08, -0.29, -1.35], [0.98, -2.71, -1.27], [-1.19, 3.04, 1.16], [-1.87, 1.90, -0.37], [-2.36, 1.61, 1.31], [0.34, 1.81, -0.05], [-1.96, -0.10, -0.80], [-0.41, -2.48, -0.06], [-4.32, 1.20, -1.09], [-3.51, 1.25, -0.57]], "lowdin_charge": [-0.233, 0.037, -0.198, 0.084, 0.002, -0.122, -0.074, 0.080, 0.036, 0.078, -0.003, 0.108, 0.072, 0.095, 0.121, 0.092, 0.132, 0.108, 0.084, -0.081, -0.419]}


Q: What is the formula in the second record?
A: C4H6N2


Q: What is the formula in the fourth record?
A: C26H30Cl2IrN6OP